# 1
A 2-piece molecular cluster, C3H7N2O2 overall. Source: the Open Molecules 2025 dataset; level of theory: the ωB97M-V functional and the def2-TZVPD basis.

CARTESIAN COORDINATES (ANGSTROEM)
C: 0.7050 -0.6858 -0.0001
C: -2.0125 0.0778 -0.4220
C: 2.9980 0.1314 0.1664
N: 1.8091 -0.3847 -0.2628
N: -2.6292 -0.3451 0.6483
O: -0.3614 -1.1580 -0.0045
O: -1.2916 1.1723 -0.4180
H: -2.3551 -0.3690 -1.3964
H: 3.2737 -0.3045 1.0951
H: 3.7807 0.1158 -0.6910
H: 2.9906 1.2811 0.3437
H: -3.0649 -1.2609 0.6728
H: -2.4241 -0.0226 1.4925
H: -1.4183 1.7521 -1.2238

Spin multiplicity = 1
Highest occupied orbital energy = -14.16 eV
E_LUMO = -0.145 Eh
Total charge = +1
Calculated total energy = -10291.5422 eV
Energy above the lowest of the compared OMol25 structures with the same formula, charge and spin = 1.2686 eV
Gap between HOMO and LUMO = 10.21 eV

natural (NBO) atomic charge list, values in e, 4 entries: C 0.858; C 0.594; C -0.442; N -0.428

---

# 2
A 2-piece molecular cluster, F2H2O4Si overall. Source: the Open Molecules 2025 dataset; level of theory: the ωB97M-V functional and the def2-TZVPD basis.

CARTESIAN COORDINATES (ANGSTROEM)
O: -0.1914 0.0523 0.8147
O: -2.6836 -0.6498 -0.1511
O: 2.8535 -0.2124 -0.7302
O: 2.2745 -0.8915 0.2403
F: 3.5757 0.8271 -0.0322
F: -2.2546 1.8093 0.1582
Si: -1.5915 0.3244 0.2833
H: 1.3437 -0.5681 0.2866
H: -3.3262 -0.6912 -0.8696

Spin multiplicity = 1
Highest occupied orbital energy = -10.44 eV
E_LUMO = -0.036 Eh
Calculated total energy = -21532.1999 eV
Energy above the lowest of the compared OMol25 structures with the same formula, charge and spin = 2.2129 eV
SMILES = O=[Si](O)F.OOF
Gap between HOMO and LUMO = 9.47 eV

natural (NBO) atomic charge list, values in e, 4 entries: O -1.224; O -1.130; O 0.072; O -0.392

---

# 3
A single C27H30F3N7O3 molecule. Source: the Open Molecules 2025 dataset; level of theory: the ωB97M-V functional and the def2-TZVPD basis.

CARTESIAN COORDINATES (ANGSTROEM)
C: 3.4630 4.9866 -2.3267
H: 3.9388 4.4509 -1.5118
H: 2.5346 5.4090 -1.9523
H: 4.1128 5.8011 -2.6373
C: 3.1917 4.0728 -3.5157
N: 2.4004 2.9002 -3.1505
C: 1.7053 2.3521 -4.3046
H: 1.0535 3.1251 -4.7206
H: 2.4205 2.0378 -5.0835
C: 0.8600 1.1444 -3.9078
N: 1.7226 0.1223 -3.3584
C: 2.3925 0.6302 -2.1793
H: 3.0677 -0.1378 -1.7981
C: 3.2253 1.8540 -2.5583
H: 3.7056 2.2493 -1.6619
H: 4.0078 1.5343 -3.2676
H: 1.6793 0.8882 -1.3820
C: 1.1402 -1.2009 -3.2313
C: -0.1559 -1.3507 -2.4504
C: -1.3456 -0.9440 -3.0512
C: -2.5685 -1.0687 -2.4282
C: -2.6640 -1.6512 -1.1660
C: -1.4978 -2.1249 -0.5743
C: -0.2657 -1.9479 -1.1907
C: 0.9376 -2.4672 -0.4522
F: 0.6297 -3.0507 0.7166
F: 1.8265 -1.5044 -0.1415
F: 1.6272 -3.3970 -1.1445
H: -1.5498 -2.6436 0.3681
N: -3.9195 -1.7923 -0.5843
C: -4.3180 -1.8988 0.7275
O: -5.4690 -2.1825 0.9786
C: -3.2966 -1.6060 1.7678
C: -2.4562 -0.5067 1.6221
C: -1.4628 -0.2837 2.5637
C: -1.3570 -1.1097 3.6847
C: -2.2388 -2.1677 3.8567
C: -3.2096 -2.4194 2.8830
H: -3.8763 -3.2569 3.0063
O: -2.2294 -3.0194 4.9120
C: -1.2645 -2.8389 5.9207
H: -0.2486 -2.9476 5.5278
H: -1.3674 -1.8629 6.4056
H: -1.4531 -3.6242 6.6508
H: -0.5747 -0.9105 4.4004
N: -0.5273 0.7322 2.4071
C: -0.2276 1.4315 1.2840
O: -0.8444 1.3653 0.2260
C: 0.9804 2.2696 1.4600
N: 1.5995 2.2030 2.6327
C: 2.7464 2.8458 2.7755
C: 3.3279 3.5055 1.6971
N: 2.7398 3.5883 0.5223
C: 1.5261 3.0255 0.3825
N: 0.8635 3.2156 -0.7621
H: 1.3963 3.4401 -1.6040
H: 0.0180 2.6645 -0.8634
H: 4.3038 3.9669 1.7736
H: 3.2149 2.7928 3.7470
H: 0.1364 0.8899 3.1614
H: -2.5510 0.1528 0.7779
H: -4.6971 -1.8155 -1.2347
H: -3.4629 -0.7241 -2.9264
H: -1.3120 -0.5268 -4.0453
H: 0.9372 -1.5473 -4.2521
H: 1.9172 -1.8427 -2.8159
H: 0.3780 0.7537 -4.8070
H: 0.0833 1.4632 -3.1920
H: 4.1450 3.7690 -3.9788
H: 2.6273 4.6351 -4.2649

Spin multiplicity = 1
Highest occupied orbital energy = -8.20 eV
E_LUMO = -0.003 Eh
Calculated total energy = -53213.6672 eV
SMILES = CCN1CCN(Cc2ccc(NC(=O)c3cc(NC(=O)c4nccnc4N)cc(OC)c3)cc2C(F)(F)F)CC1
Gap between HOMO and LUMO = 8.11 eV

natural (NBO) atomic charge list, values in e, 4 entries: C -0.621; H 0.225; H 0.208; H 0.211

---

# 4
C3H7NO2S as an isolated structure. Source: the Open Molecules 2025 dataset; level of theory: the ωB97M-V functional and the def2-TZVPD basis.

CARTESIAN COORDINATES (ANGSTROEM)
C: 0.8765 0.0962 -0.1920
C: 0.0705 1.3449 0.2835
C: 0.1169 -1.1002 0.1738
N: -2.7079 -0.4489 -1.1469
O: -2.4660 0.0770 1.3092
O: -1.0849 1.3150 -0.3873
S: -1.8544 -0.0502 0.0195
H: 1.1803 0.4990 -1.2140
H: 1.7825 0.1092 0.4242
H: 0.2176 1.3976 1.4221
H: 0.7149 2.1489 -0.0547
H: -0.0665 -1.9095 -0.5123
H: 0.3541 -1.2573 1.1458
H: -3.2466 -1.2350 -1.3216

Spin multiplicity = 1
Highest occupied orbital energy = -9.39 eV
E_LUMO = 0.026 Eh
Calculated total energy = -19640.8326 eV
Energy above the lowest of the compared OMol25 structures with the same formula, charge and spin = 4.7716 eV
Gap between HOMO and LUMO = 10.10 eV

natural (NBO) atomic charge list, values in e, 4 entries: C -0.475; C -0.086; C -0.458; N -1.180

---

# 5
C6H9LiMgO2 as an isolated structure. Source: the Open Molecules 2025 dataset; level of theory: the ωB97M-V functional and the def2-TZVPD basis.

CARTESIAN COORDINATES (ANGSTROEM)
C: -1.6283 -0.4277 0.3872
H: -1.3928 -1.3901 0.8367
H: -0.6186 -0.1686 0.6465
C: 1.0938 -1.7064 0.5036
C: 2.0547 -0.6846 0.7520
C: 2.6415 0.0402 -0.2612
O: 2.3341 1.3257 -0.5510
Li: 3.7863 2.4289 -0.7227
H: 0.7458 -1.8145 -0.5287
H: 0.6929 -2.2632 1.3521
H: 2.0895 -0.2717 1.7671
H: 3.3585 -0.4366 -0.9436
H: -2.7677 1.7480 0.6771
O: -1.2694 1.7807 -0.7877
C: -2.1963 1.1336 -0.0330
C: -2.8652 -0.1544 -0.4213
H: -3.8349 -0.3751 0.0352
H: -2.7518 -0.3832 -1.4884
Mg: 0.5277 1.6189 -1.2199

Spin multiplicity = 2
Highest occupied orbital energy (alpha / beta) = -9.95 / -9.98 eV
E_LUMO (alpha / beta) = -0.189 / -0.192 Eh
Total charge = +1
Calculated total energy = -16101.2072 eV
Gap between HOMO and LUMO (alpha / beta) = 4.80 / 4.76 eV

natural (NBO) atomic charge list, values in e, 4 entries: C -0.772; H 0.248; H 0.259; C -0.306

---

What did the first record say?
A 2-piece molecular cluster, C3H7N2O2 overall. Source: the Open Molecules 2025 dataset; level of theory: the ωB97M-V functional and the def2-TZVPD basis.

CARTESIAN COORDINATES (ANGSTROEM)
C: 0.7050 -0.6858 -0.0001
C: -2.0125 0.0778 -0.4220
C: 2.9980 0.1314 0.1664
N: 1.8091 -0.3847 -0.2628
N: -2.6292 -0.3451 0.6483
O: -0.3614 -1.1580 -0.0045
O: -1.2916 1.1723 -0.4180
H: -2.3551 -0.3690 -1.3964
H: 3.2737 -0.3045 1.0951
H: 3.7807 0.1158 -0.6910
H: 2.9906 1.2811 0.3437
H: -3.0649 -1.2609 0.6728
H: -2.4241 -0.0226 1.4925
H: -1.4183 1.7521 -1.2238

Spin multiplicity = 1
Highest occupied orbital energy = -14.16 eV
E_LUMO = -0.145 Eh
Total charge = +1
Calculated total energy = -10291.5422 eV
Energy above the lowest of the compared OMol25 structures with the same formula, charge and spin = 1.2686 eV
Gap between HOMO and LUMO = 10.21 eV

natural (NBO) atomic charge list, values in e, 4 entries: C 0.858; C 0.594; C -0.442; N -0.428

---

> Look up the spin multiplicity of the second one.

1

---

> Among the records above, which one has the lowest calculated total energy?

C27H30F3N7O3